(1)
This record from the Open Molecules 2025 dataset describes a 2-piece molecular cluster, C3H8O2 overall at a distorted geometry. The level of theory is ωB97M-V with the def2-TZVPD basis set.

CARTESIAN COORDINATES (ANGSTROEM)
C -0.173 1.779 -1.097
C -0.008 0.477 -0.881
O 0.954 -0.037 -0.054
C -1.040 -0.554 -1.220
H -0.979 2.151 -1.710
H 0.601 2.510 -0.905
H 1.742 0.518 -0.105
H -1.731 -0.680 -0.388
H -0.536 -1.507 -1.401
H -1.645 -0.285 -2.082
H 0.475 -1.780 2.733
H 1.193 -0.836 3.692
O 1.148 -1.756 3.419

Values from the calculation:
2S+1 ... 1
HOMO level ... -9.10 eV
Relative energy (zero: lowest compared OMol25 entry of this formula, charge and spin) ... 26.6 kcal per mole
SMILES ... C=C(C)O.O
Kohn-Sham gap ... 9.81 eV

=====

(2)
This record from the Open Molecules 2025 dataset describes C4H6Cl2N2S in the gas phase at a distorted geometry. The level of theory is ωB97M-V with the def2-TZVPD basis set.

CARTESIAN COORDINATES (ANGSTROEM)
C -1.118 -1.856 0.166
C -1.252 -0.694 1.071
C 1.317 -0.426 -0.236
C 0.965 0.925 -0.656
N -1.970 -2.678 -0.159
N -0.214 -0.240 1.656
S 0.581 -1.816 -0.660
Cl -2.352 0.553 -0.073
Cl 2.848 -0.560 0.539
H -2.154 -1.145 1.483
H -0.164 0.839 -0.730
H 1.389 1.138 -1.653
H 1.186 1.564 0.148
H -1.626 -3.295 -0.902
H -0.155 0.668 1.952

Values from the calculation:
2S+1 ... 1
HOMO level (alpha / beta) ... -8.95 / -8.95 eV
Relative energy (zero: lowest compared OMol25 entry of this formula, charge and spin) ... 56.0 kcal per mole
Kohn-Sham gap (alpha / beta) ... 7.35 / 7.35 eV

=====

(3)
This record from the Open Molecules 2025 dataset describes C4H6N2O in the gas phase at a distorted geometry. The level of theory is ωB97M-V with the def2-TZVPD basis set.

CARTESIAN COORDINATES (ANGSTROEM)
C 1.893 -0.136 -0.423
C 2.353 1.130 0.284
C -2.457 -0.420 0.151
C -0.966 -0.324 0.011
N 3.173 0.253 0.058
N -0.205 -1.259 0.080
O 1.153 -1.177 0.133
H 1.735 0.125 -1.529
H 2.269 2.192 0.674
H -2.627 0.174 1.068
H -2.962 -1.364 0.397
H -2.827 0.079 -0.805
H -0.529 0.725 -0.099

Values from the calculation:
2S+1 ... 1
HOMO level ... -9.26 eV
Relative energy (zero: lowest compared OMol25 entry of this formula, charge and spin) ... 139.1 kcal per mole
SMILES ... C/C=N/O[C@H]1C=N1
Kohn-Sham gap ... 10.13 eV

=====

(4)
This record from the Open Molecules 2025 dataset describes C28H47FN2O5S as an isolated structure at a distorted geometry. The level of theory is ωB97M-V with the def2-TZVPD basis set.

CARTESIAN COORDINATES (ANGSTROEM)
C -1.395 7.729 0.123
C -2.132 7.485 1.525
F -2.147 8.783 2.203
C -1.441 6.402 2.473
C -1.188 6.750 3.985
C -0.533 5.695 4.936
N -0.226 5.731 6.349
S 0.530 4.255 6.811
N 0.560 3.330 5.343
C -0.056 4.274 4.445
C -0.306 3.922 2.939
C -0.993 4.950 2.001
C -1.238 4.444 0.476
C 0.136 4.230 -0.339
C -0.240 4.247 -1.932
C 1.200 4.353 -2.700
O 1.937 3.154 -2.295
H -0.256 7.647 0.154
H -1.772 7.048 -0.723
H -1.647 8.810 -0.213
H -3.215 7.149 1.323
H -1.516 7.769 4.394
H 0.005 2.896 2.524
H -1.709 3.389 0.586
H -2.018 5.081 -0.067
H 0.955 4.992 -0.107
H 0.502 3.166 -0.126
H -0.911 5.159 -2.132
H -0.831 3.314 -2.228
H 1.716 5.271 -2.216
H 1.072 4.447 -3.830
H 2.496 3.342 -1.508
C 2.162 -0.714 -2.740
C 1.227 -1.686 -3.424
C 0.043 -1.703 -2.479
O -0.019 -0.407 -1.866
C 1.195 0.300 -2.161
H 2.897 -0.266 -3.411
H 2.699 -1.222 -1.932
H 0.923 -1.285 -4.397
H 1.660 -2.675 -3.583
H 0.180 -2.443 -1.684
H -0.899 -1.912 -2.991
H 0.958 1.082 -2.888
H 1.575 0.772 -1.253
C 4.310 -6.321 -4.904
C 3.490 -6.701 -3.692
C 3.275 -5.359 -3.023
O 3.255 -4.373 -4.065
C 3.712 -4.981 -5.281
H 4.262 -7.052 -5.714
H 5.359 -6.196 -4.617
H 2.528 -7.118 -4.011
H 3.978 -7.429 -3.041
H 4.102 -5.115 -2.347
H 2.340 -5.316 -2.458
H 2.846 -5.104 -5.940
H 4.433 -4.323 -5.772
C -2.401 -6.719 -0.759
C -1.682 -5.835 0.234
C -0.407 -5.494 -0.511
O -0.730 -5.494 -1.910
C -2.030 -6.075 -2.080
H -3.479 -6.773 -0.599
H -1.996 -7.735 -0.712
H -2.266 -4.925 0.410
H -1.498 -6.314 1.197
H 0.365 -6.254 -0.346
H -0.004 -4.519 -0.227
H -2.726 -5.269 -2.337
H -2.008 -6.792 -2.904
C -1.161 0.236 5.446
C -1.742 -1.122 5.773
C -3.220 -0.901 5.519
O -3.320 0.086 4.484
C -2.029 0.679 4.286
H -0.099 0.211 5.198
H -1.299 0.913 6.296
H -1.350 -1.870 5.077
H -1.530 -1.458 6.790
H -3.723 -0.507 6.408
H -3.732 -1.814 5.205
H -1.635 0.311 3.332
H -2.128 1.765 4.226

Values from the calculation:
2S+1 ... 1
HOMO level ... -8.52 eV
Kohn-Sham gap ... 7.29 eV

=====

(5)
This record from the Open Molecules 2025 dataset describes a 7-piece molecular cluster, C26H48O16S5 overall at a distorted geometry. The level of theory is ωB97M-V with the def2-TZVPD basis set.

CARTESIAN COORDINATES (ANGSTROEM)
C -1.146 -2.532 5.120
C -2.366 -2.788 4.179
O -3.279 -1.790 4.539
C -2.741 -0.884 5.351
O -3.280 0.081 5.738
O -1.423 -1.212 5.600
H -0.200 -2.522 4.626
H -1.241 -3.189 5.976
H -2.755 -3.772 4.372
H -2.104 -2.748 3.113
C -0.908 -1.118 -2.084
C -2.012 -2.186 -2.223
O -2.101 -2.557 -0.830
C -1.697 -1.621 -0.005
O -1.819 -1.628 1.190
O -1.085 -0.660 -0.729
H -1.065 -0.224 -2.693
H 0.142 -1.418 -2.121
H -1.714 -3.036 -2.804
H -2.942 -1.833 -2.649
C 1.265 1.266 4.042
C 0.787 0.235 3.026
C 0.981 0.881 1.664
S 2.548 1.499 1.715
O 2.692 2.766 1.020
O 3.547 0.513 1.468
C 2.573 1.803 3.439
H 1.400 0.761 4.981
H 0.585 2.101 4.150
H -0.271 -0.012 3.111
H 1.408 -0.673 2.990
H 0.402 1.784 1.597
H 0.802 0.272 0.788
H 2.792 2.868 3.485
H 3.465 1.278 3.787
C 1.029 0.584 -6.305
C -0.527 0.254 -6.120
C -0.512 -1.259 -6.369
S 0.876 -1.973 -5.516
O 1.507 -2.914 -6.410
O 0.427 -2.466 -4.208
C 1.801 -0.451 -5.428
H 1.259 1.633 -6.064
H 1.247 0.465 -7.340
H -1.104 0.813 -6.859
H -0.953 0.487 -5.120
H -0.309 -1.565 -7.373
H -1.409 -1.735 -5.978
H 2.836 -0.672 -5.706
H 1.720 -0.186 -4.373
C 2.192 4.151 -2.426
C 1.288 4.188 -1.206
C 0.372 2.962 -1.347
S 1.364 1.762 -2.243
O 0.770 1.688 -3.583
O 1.601 0.477 -1.610
C 2.795 2.752 -2.390
H 3.055 4.818 -2.451
H 1.686 4.220 -3.404
H 0.699 5.116 -1.140
H 1.928 4.124 -0.344
H -0.516 3.169 -1.946
H 0.086 2.551 -0.399
H 3.368 2.447 -3.285
H 3.371 2.571 -1.484
C 2.291 -3.126 -0.613
C 1.181 -4.287 -0.756
C 0.564 -4.522 0.701
S 1.637 -3.575 1.770
O 2.779 -4.342 2.056
O 0.926 -3.023 2.898
C 1.953 -2.339 0.665
H 2.283 -2.521 -1.481
H 3.296 -3.552 -0.635
H 1.712 -5.185 -1.067
H 0.427 -3.888 -1.385
H 0.543 -5.578 1.043
H -0.415 -4.068 0.718
H 2.763 -1.722 1.020
H 1.051 -1.749 0.481
C -3.788 2.194 3.527
C -2.957 1.129 2.807
C -2.664 1.689 1.409
S -2.312 3.383 1.713
O -2.935 4.168 0.678
O -0.895 3.623 1.889
C -3.107 3.495 3.308
H -3.868 1.871 4.541
H -4.787 2.202 3.126
H -3.421 0.127 2.727
H -2.091 0.950 3.394
H -3.572 1.638 0.803
H -1.850 1.204 0.926
H -3.704 4.432 3.293
H -2.230 3.655 3.940

Values from the calculation:
2S+1 ... 1
HOMO level ... -10.41 eV
SMILES ... O=S1(=O)CCCC1.O=S1(=O)CCCC1.O=S1(=O)CCCC1.O=S1(=O)CCCC1.O=S1(=O)CCCC1.O=C1OCCO1.O=C1OCCO1
Kohn-Sham gap ... 10.67 eV

=====

(6)
This record from the Open Molecules 2025 dataset describes C51H54BClIMnN10O as an isolated structure at a distorted geometry. The level of theory is ωB97M-V with the def2-TZVPD basis set.

CARTESIAN COORDINATES (ANGSTROEM)
Mn -1.647 -0.958 0.282
C -6.428 -3.096 1.770
C -5.123 -3.130 1.072
C -4.603 -4.146 0.290
C -3.347 -3.702 -0.134
N -3.128 -2.472 0.379
N -4.219 -2.132 1.095
B -4.276 -0.842 1.921
N -4.177 0.422 1.056
N -3.062 0.735 0.359
C -3.250 1.965 -0.160
C -4.502 2.441 0.244
C -5.060 1.440 1.016
C -6.378 1.436 1.691
C -2.321 2.644 -1.048
C -2.691 3.854 -1.642
C -1.855 4.486 -2.541
C -0.631 3.922 -2.864
C -0.244 2.731 -2.269
C -1.077 2.102 -1.365
N -3.030 -0.836 2.812
N -1.768 -0.939 2.322
C -0.938 -0.884 3.388
C -1.691 -0.728 4.550
C -3.016 -0.711 4.147
C -4.228 -0.598 4.990
C 0.519 -1.040 3.450
C 1.279 -0.037 4.050
C 2.628 -0.230 4.285
C 3.226 -1.434 3.948
C 2.471 -2.443 3.374
C 1.123 -2.251 3.123
C -2.415 -4.389 -1.012
C -2.776 -5.586 -1.635
C -1.907 -6.209 -2.510
C -0.663 -5.658 -2.771
C -0.281 -4.485 -2.137
C -1.150 -3.860 -1.266
H -6.977 -4.007 1.551
H -6.288 -3.026 2.848
H -7.018 -2.241 1.447
H -5.064 -5.087 0.077
H -5.257 -0.819 2.555
H -4.938 3.391 0.021
H -6.908 2.353 1.454
H -6.979 0.589 1.365
H -6.259 1.373 2.772
H -3.642 4.301 -1.406
H -2.164 5.413 -3.000
H 0.016 4.404 -3.580
H 0.709 2.295 -2.530
H -0.775 1.166 -0.885
H -1.308 -0.671 5.548
H -3.938 -0.553 6.036
H -4.791 0.299 4.741
H -4.877 -1.458 4.844
H 0.801 0.885 4.348
H 3.206 0.547 4.762
H 4.272 -1.596 4.152
H 2.930 -3.390 3.138
H 0.525 -3.051 2.712
H -3.737 -6.030 -1.436
H -2.202 -7.129 -2.993
H 0.014 -6.143 -3.457
H 0.700 -4.071 -2.327
H -0.853 -2.943 -0.740
I 0.739 -0.897 -2.932
C -1.350 -0.912 -3.112
C -1.829 -0.885 -4.411
C -3.193 -0.847 -4.620
C -4.014 -0.834 -3.502
C -3.440 -0.864 -2.246
N -2.117 -0.906 -2.024
H -1.131 -0.888 -5.232
H -3.590 -0.819 -5.622
H -5.086 -0.800 -3.599
H -4.071 -0.840 -1.368
C 4.448 3.434 2.169
C 3.645 3.286 0.869
C 2.153 3.323 1.221
C 3.943 4.524 0.006
C 4.072 1.962 0.118
O 5.477 1.908 -0.014
C 3.420 1.851 -1.277
C 3.964 0.682 -2.112
C 5.370 0.828 -2.604
C 6.317 -0.172 -2.372
C 7.566 -0.115 -2.951
C 7.895 0.954 -3.785
Cl 9.420 1.000 -4.564
C 6.968 1.974 -4.011
C 5.723 1.901 -3.427
C 3.785 0.677 0.956
N 2.610 -0.104 0.664
C 1.309 0.175 0.709
N 0.595 -0.911 0.418
C 1.552 -1.863 0.224
N 2.758 -1.393 0.356
H 4.312 4.437 2.566
H 5.510 3.282 1.994
H 4.122 2.738 2.937
H 1.920 4.308 1.622
H 1.906 2.594 1.991
H 1.521 3.175 0.347
H 3.839 5.415 0.621
H 3.245 4.619 -0.822
H 4.960 4.523 -0.382
H 5.814 2.727 -0.399
H 3.584 2.778 -1.821
H 2.347 1.716 -1.157
H 3.338 0.606 -3.010
H 3.868 -0.260 -1.573
H 6.060 -1.014 -1.749
H 8.287 -0.901 -2.789
H 7.221 2.791 -4.666
H 5.000 2.672 -3.646
H 3.791 0.928 2.017
H 4.634 0.011 0.777
H 0.886 1.131 0.944
H 1.369 -2.893 -0.008

Values from the calculation:
2S+1 ... 5
HOMO level (alpha / beta) ... -11.84 / -11.84 eV
Total charge ... +2
Expectation value of S² ... 6.12
Kohn-Sham gap (alpha / beta) ... 3.06 / 5.35 eV

=====

(7)
This record from the Open Molecules 2025 dataset describes C5H6O as an isolated structure at a distorted geometry. The level of theory is ωB97M-V with the def2-TZVPD basis set.

CARTESIAN COORDINATES (ANGSTROEM)
C -1.319 -0.989 0.416
C -0.330 -0.128 -0.288
C -0.433 0.666 -1.316
O 1.290 1.120 -1.111
C 1.085 0.086 0.156
C 1.889 -0.010 1.124
H 1.559 2.024 -0.862
H -0.951 1.241 -2.054
H -0.990 -2.030 0.366
H -2.310 -0.911 -0.033
H -1.376 -0.693 1.466
H 1.887 -0.376 2.135

Values from the calculation:
2S+1 ... 1
HOMO level ... -7.46 eV
Relative energy (zero: lowest compared OMol25 entry of this formula, charge and spin) ... 139.6 kcal per mole
Kohn-Sham gap ... 8.11 eV

=====

(8)
This record from the Open Molecules 2025 dataset describes CH3ClFNS in the gas phase at a distorted geometry. The level of theory is ωB97M-V with the def2-TZVPD basis set.

CARTESIAN COORDINATES (ANGSTROEM)
C -0.038 -1.169 -0.301
N -0.160 1.146 0.925
F 0.664 -2.090 0.426
S -0.974 -0.148 1.009
Cl -2.667 -0.345 -0.356
H 0.715 -0.545 -0.907
H -0.662 -1.622 -1.077
H -0.263 1.722 1.771

Values from the calculation:
2S+1 ... 1
HOMO level ... -10.21 eV
Relative energy (zero: lowest compared OMol25 entry of this formula, charge and spin) ... 28.4 kcal per mole
Kohn-Sham gap ... 9.95 eV

=====

(9)
This record from the Open Molecules 2025 dataset describes a 4-piece molecular cluster, C10H27NO4 overall at a distorted geometry. The level of theory is ωB97M-V with the def2-TZVPD basis set.

CARTESIAN COORDINATES (ANGSTROEM)
C -16.054 -9.485 10.549
O -17.375 -9.930 10.879
H -16.122 -8.991 9.583
H -15.672 -8.794 11.302
H -15.373 -10.336 10.459
H -17.329 -10.300 11.770
O -16.867 -10.854 13.625
H -16.760 -11.524 14.305
H -16.751 -10.005 14.078
O -16.878 -8.282 14.607
H -16.338 -7.488 14.625
H -17.789 -7.974 14.613
C -11.588 -13.915 17.360
C -12.687 -14.683 16.585
C -12.933 -16.043 17.231
C -13.747 -15.965 18.514
C -15.048 -15.240 18.204
C -14.851 -13.834 17.642
N -13.957 -13.972 16.510
O -13.865 -12.806 15.711
C -16.225 -13.362 17.182
C -14.373 -12.868 18.760
C -12.197 -14.918 15.161
H -10.618 -14.400 17.352
H -11.596 -12.858 17.082
H -11.889 -13.849 18.416
H -13.389 -16.724 16.510
H -11.960 -16.486 17.486
H -13.957 -16.961 18.901
H -13.242 -15.404 19.305
H -15.776 -15.287 19.020
H -15.553 -15.852 17.440
H -16.210 -12.330 16.816
H -16.912 -13.346 18.034
H -16.720 -13.970 16.423
H -13.673 -13.361 19.429
H -15.230 -12.482 19.304
H -13.852 -12.012 18.319
H -12.929 -15.521 14.618
H -11.974 -14.018 14.597
H -11.273 -15.507 15.200
H -13.387 -12.181 16.279

Values from the calculation:
2S+1 ... 1
HOMO level ... -8.54 eV
Relative energy (zero: lowest compared OMol25 entry of this formula, charge and spin) ... 0.0 kcal per mole
SMILES ... CC1(C)CCCC(C)(C)N1O.CO.O.O
Kohn-Sham gap ... 8.91 eV

=====

Total energy readings, ordered: -269.55254 -1583.95324 -340.57329 -2078.55951 -4214.23142 -4532.03932 -269.12372 -1052.83047 -752.86732 a.u.